1.
Here is a cluster of 2 separate species, C6H12O4 in total from the OMol25 dataset. Energies are from wB97M-V/def2-TZVPD.

Geometry as XYZ:
```
22
Properties=species:S:1:pos:R:3:mulliken_charge:R:1
C 1.5869 1.2785 0.3210 0.4617
C 2.1335 0.2772 -0.4042 -1.1084
C 0.7393 2.3676 -0.2360 -1.1388
O -0.5381 0.1099 1.3260 -0.4767
H -0.3363 0.0769 2.2709 0.2608
H 1.8648 1.3890 1.3618 0.3069
H 1.2644 3.3197 -0.1281 0.3826
H 2.0334 0.2832 -1.4821 0.2645
H 1.1230 -1.0464 0.1843 0.3429
H 2.9951 -0.2562 -0.0252 0.4098
H -0.1968 2.4448 0.3161 0.2497
H 0.5224 2.2122 -1.2913 0.2943
C -1.2791 -0.7295 -1.5541 -0.7987
C -0.7317 -1.3025 0.9049 0.7549
C -1.7956 -1.1616 -0.2226 0.6440
O -1.2546 -2.0123 1.9561 -0.6277
O 0.4406 -1.8322 0.4872 -0.6298
O -2.9469 -1.4154 0.0342 -0.6032
H -2.2137 -2.0965 1.8006 0.3889
H -0.6641 0.1580 -1.4382 -0.0361
H -0.6442 -1.5258 -1.9430 0.2780
H -2.1026 -0.5384 -2.2383 0.3803
```

Its SMILES is CC(=O)C(O)(O)O.C=CC. The charge is 0. As for the HOMO-LUMO gap: 10.476 eV. The value obtained for the highest occupied orbital energy is -9.70 eV. Its lowest unoccupied orbital energy is 0.8 eV.



2.
Here is a cluster of 10 separate species, C22H64N2O10 in total from the OMol25 dataset. Energies are from wB97M-V/def2-TZVPD.

Geometry as XYZ:
```
98
Properties=species:S:1:pos:R:3:mulliken_charge:R:1
C 3.9302 -2.3564 -7.4562 -1.0741
C 4.0979 -1.3744 -6.3111 -0.1273
O 5.0966 -0.3824 -6.6486 -0.5292
H 3.0931 -3.0338 -7.2872 0.3467
H 4.7932 -3.0222 -7.4701 0.2696
H 3.7320 -1.8873 -8.4199 0.3087
H 4.4567 -1.9563 -5.4622 0.2366
H 3.1209 -0.9280 -6.1258 0.2694
H 5.1025 0.3102 -5.9839 0.2996
C -5.7405 -0.7541 -1.3705 -0.9300
C -5.8425 0.2533 -0.1926 -0.2242
O -4.6348 0.7550 0.3070 -0.5345
H -5.6297 -1.7716 -0.9956 0.2463
H -4.8202 -0.5380 -1.9132 0.2749
H -6.5187 -0.7707 -2.1335 0.3239
H -6.3320 -0.1675 0.6856 0.2647
H -6.4479 1.1125 -0.4812 0.2788
H -4.7905 1.2711 1.1013 0.3002
C -4.4712 6.8285 -1.6256 -0.9885
C -3.1475 6.3261 -0.9484 -0.1617
O -2.5020 5.3316 -1.6737 -0.5135
H -5.3664 6.3114 -1.2802 0.2685
H -4.4831 6.6813 -2.7056 0.3139
H -4.7277 7.8803 -1.4990 0.3237
H -3.3755 5.9762 0.0584 0.2379
H -2.5117 7.2115 -0.9507 0.2311
H -2.8324 4.4683 -1.4146 0.2886
C 8.7079 0.8840 5.2966 -0.9094
C 8.0009 1.0095 3.9679 -0.2464
O 8.3468 2.2520 3.4271 -0.4980
H 8.5968 1.6911 6.0207 0.2886
H 9.7682 0.7864 5.0635 0.2448
H 8.5125 -0.0066 5.8940 0.3288
H 6.9149 0.9167 3.9747 0.2761
H 8.4331 0.1875 3.3973 0.2175
H 7.7205 2.8835 3.7886 0.2981
C -4.3713 -7.7771 1.4753 -1.0629
C -3.5917 -8.9153 2.0617 -0.1881
O -3.5077 -8.8267 3.4553 -0.4844
H -4.0691 -6.8094 1.8757 0.3503
H -5.4205 -7.8514 1.7612 0.2782
H -4.2462 -7.7536 0.3927 0.2959
H -2.5863 -8.8610 1.6441 0.2511
H -4.0716 -9.8233 1.6964 0.2851
H -3.2200 -7.9217 3.5955 0.2741
C -0.3823 -6.6068 7.8176 -1.0243
C -0.0121 -5.4963 6.8586 -0.2202
O -0.9293 -5.4014 5.8874 -0.4906
H -1.4225 -6.4639 8.1102 0.2837
H 0.2342 -6.5168 8.7120 0.3322
H -0.1987 -7.6043 7.4184 0.2762
H 0.9761 -5.7148 6.4538 0.2476
H 0.0612 -4.4910 7.2734 0.2974
H -0.7245 -4.5922 5.4131 0.2990
C 4.7545 6.1237 -3.1538 0.6472
O 5.0487 4.9542 -3.3610 -0.6659
N 5.6241 7.0459 -3.1987 -0.4332
N 3.6125 6.5722 -2.7408 -0.3621
H 6.5530 6.6829 -3.3583 0.2471
H 5.5239 7.8441 -2.5881 0.1995
H 3.6116 7.5252 -2.4064 0.1565
H 2.8336 5.9433 -2.6067 0.2109
C 0.1709 -1.5408 -1.0521 -1.2490
C 0.8381 -1.1532 0.3134 0.3798
C 1.4935 0.2062 0.3342 -1.1714
O -0.1298 -1.2290 1.2895 -0.5345
H -0.6102 -2.2935 -0.9451 0.3427
H 1.0201 -1.9119 -1.6260 0.3592
H -0.1413 -0.6501 -1.5973 0.3244
H 1.5828 -1.9040 0.5775 0.2957
H 2.3439 0.2960 -0.3416 0.3416
H 1.9218 0.4529 1.3058 0.3061
H 0.7279 0.9563 0.1360 0.2790
H -0.8437 -0.6972 0.9300 0.3258
C -6.0412 -3.7620 -8.2881 -1.3186
C -5.4431 -2.3946 -8.1564 0.5090
C -3.9974 -2.2534 -7.6800 -1.1579
O -5.5707 -1.7302 -9.4127 -0.5515
H -5.2693 -4.4649 -8.6013 0.3352
H -6.9286 -3.9230 -8.9002 0.3465
H -6.3884 -4.0944 -7.3098 0.3518
H -6.0834 -1.7832 -7.5205 0.2083
H -3.7978 -1.2269 -7.3725 0.3118
H -3.2920 -2.4446 -8.4886 0.3121
H -3.6772 -2.9476 -6.9031 0.3299
H -5.1168 -2.2373 -10.0898 0.3234
C 1.6869 4.1113 6.7894 -1.2987
C 2.3165 5.3437 6.0906 0.5207
C 1.8371 6.6190 6.7566 -1.2793
O 3.7049 5.2925 6.2295 -0.5244
H 1.8938 3.1614 6.2966 0.3178
H 0.6013 4.2066 6.8113 0.3507
H 2.0086 3.9494 7.8182 0.3462
H 1.9898 5.4594 5.0572 0.1970
H 2.2681 7.5082 6.2965 0.3878
H 1.9015 6.6618 7.8438 0.3062
H 0.7750 6.6648 6.5162 0.3351
H 3.9181 6.1086 5.7712 0.3407
```

Its SMILES is NC(N)=O.CC(C)O.CC(C)O.CC(C)O.CCO.CCO.CCO.CCO.CCO.CCO. The charge is 0. As for the HOMO-LUMO gap: 9.835 eV. The value obtained for the highest occupied orbital energy is -9.68 eV. Its lowest unoccupied orbital energy is 0.2 eV.



3.
Here is a cluster of 2 separate species, C3H12N4 in total from the OMol25 dataset. Energies are from wB97M-V/def2-TZVPD.

Geometry as XYZ:
```
19
Properties=species:S:1:pos:R:3:mulliken_charge:R:1
C -0.7858 0.0176 1.2687 -0.5043
C -1.3970 -0.0944 -2.4060 -0.7978
C 1.7248 0.9963 1.6811 -0.9237
N -0.3810 0.2276 -1.4231 0.0858
N -1.4631 -0.5667 0.2558 -0.6226
N 0.9690 -0.1404 1.1458 -0.3821
N 0.7252 -0.4142 -1.4788 -0.6477
H -1.3618 -1.5844 0.2580 0.1776
H 1.2474 -1.0051 1.6015 0.3334
H 0.6481 -1.3227 -1.9737 0.1935
H 1.1202 -0.2643 0.0592 0.4855
H -0.9398 -0.3525 2.2914 0.3610
H -0.8578 1.1038 1.2271 0.3284
H -2.3626 0.1607 -1.9721 0.3231
H -1.4032 -1.1604 -2.6801 0.3017
H -1.2123 0.5177 -3.2913 0.2817
H 2.8026 0.8293 1.6086 0.3435
H 1.4687 1.8822 1.1009 0.3176
H 1.4586 1.1699 2.7271 0.3453
```

The charge is 0. As for the HOMO-LUMO gap (alpha / beta): 8.069 / 8.068 eV. The value obtained for the highest occupied orbital energy (alpha / beta) is -7.14 / -7.14 eV. Its lowest unoccupied orbital energy (alpha / beta) is 0.9 / 0.9 eV.



4.
Here is the molecule C5H6O from the OMol25 dataset. Energies are from wB97M-V/def2-TZVPD.

Geometry as XYZ:
```
12
Properties=species:S:1:pos:R:3:mulliken_charge:R:1
C 0.5010 1.1234 -1.3705 -0.4755
C 1.3449 0.0734 -1.2454 -0.5546
C -0.5416 0.9838 -0.2898 0.0078
C -0.0118 -0.1321 0.4423 0.6249
C -0.5007 -1.2709 1.1501 -1.1463
O 0.1571 1.0404 0.9748 -0.4183
H 0.6264 1.9060 -2.2060 0.2699
H 2.1760 -0.4671 -1.4808 0.4801
H -1.5678 1.5152 -0.1672 0.3433
H 0.1002 -2.1193 0.9539 0.2879
H -1.6740 -1.5356 0.9855 0.2399
H -0.6097 -1.1172 2.2531 0.3406
```

The charge is 0. As for the HOMO-LUMO gap: 9.216 eV. The value obtained for the highest occupied orbital energy is -8.18 eV. Its lowest unoccupied orbital energy is 1.0 eV.



5.
Here is the molecule C3H6N2O2S from the OMol25 dataset. Energies are from wB97M-V/def2-TZVPD.

Geometry as XYZ:
```
14
Properties=species:S:1:pos:R:3:mulliken_charge:R:1
C -1.9177 1.4204 0.4632 -0.7205
C -0.3904 -0.3961 -0.1022 0.4591
C 3.0010 -0.4158 0.3339 -0.3082
H -2.4455 1.8429 -0.5504 0.2398
H -2.5202 0.4806 0.8845 0.2753
H -1.8070 2.2874 1.2358 0.2428
H 1.0621 1.8851 -0.2452 0.4278
H 3.8535 0.1717 0.6788 0.2692
H 3.0020 -1.4940 0.0976 0.3022
N -0.5671 0.9192 0.1242 0.1791
N 1.8924 0.1961 0.2098 -0.3694
O 0.1972 1.8852 -0.6255 -0.4410
O 0.9361 -0.7361 -0.3666 -0.1709
S -1.4779 -1.6141 -0.0420 -0.3853
```

Its SMILES is C=NOC(=S)N(C)O. The charge is 0. As for the HOMO-LUMO gap: 9.042 eV. The value obtained for the highest occupied orbital energy is -8.63 eV. Its lowest unoccupied orbital energy is 0.4 eV.



6.
Here is a cluster of 2 separate species, C4H12 in total from the OMol25 dataset. Energies are from wB97M-V/def2-TZVPD.

Geometry as XYZ:
```
16
Properties=species:S:1:pos:R:3:mulliken_charge:R:1
C 0.3793 -0.7520 1.4937 -0.7195
C 1.1026 -1.4978 2.6273 -0.9490
H -0.5219 -0.2835 1.8792 0.3473
H 1.1547 -0.1589 1.0005 0.2202
H -0.0341 -1.4773 0.7855 0.2843
H 2.2104 -1.4673 2.5492 0.2756
H 0.9659 -2.5709 2.7461 0.2820
H 0.8712 -0.9603 3.5287 0.2554
C -0.5109 0.9959 -1.3424 -0.8330
C -0.9638 1.3197 -2.8048 -0.9880
H -0.1938 1.8223 -0.7235 0.3616
H -1.1456 0.2154 -0.9187 0.2931
H 0.3734 0.3266 -1.4298 0.2820
H -1.9971 1.5807 -2.6831 0.2908
H -0.2138 1.9869 -3.2283 0.3141
H -1.0250 0.4505 -3.4734 0.2832
```

Its SMILES is CC.CC. The charge is 0. As for the HOMO-LUMO gap: 12.381 eV. The value obtained for the highest occupied orbital energy is -11.27 eV. Its lowest unoccupied orbital energy is 1.1 eV.



7.
Here is the molecule C23H26N2O7S from the OMol25 dataset. Energies are from wB97M-V/def2-TZVPD.

Geometry as XYZ:
```
59
Properties=species:S:1:pos:R:3:mulliken_charge:R:1
C -3.4082 -3.9483 1.3935 -0.9543
C -4.5769 -3.3528 0.6138 -0.4434
H -5.2643 -2.8197 1.2806 0.3255
H -5.1323 -4.1513 0.1146 0.3542
O -4.1531 -2.5124 -0.4445 -0.4597
C -3.7192 -1.2556 -0.1888 0.5052
C -3.7041 -0.6411 1.0632 -0.0693
C -3.2383 0.6573 1.1859 -0.7636
C -2.7827 1.3397 0.0776 0.0478
C -2.8040 0.7491 -1.1740 -0.5873
C -3.2673 -0.5414 -1.3065 -0.7315
H -3.2952 -1.0295 -2.2673 0.4349
H -2.4625 1.3042 -2.0313 0.4434
S -2.2255 3.0335 0.2275 1.3241
O -2.9702 3.8266 -0.7056 -0.7596
O -2.2668 3.4179 1.6075 -0.6818
N -0.6353 3.0191 -0.3180 -0.0982
C 0.3834 2.3940 0.3895 0.8130
C 1.6942 2.3958 -0.0879 -0.3210
C 2.7136 1.7590 0.5987 -0.5452
C 2.4544 1.0977 1.7901 0.4470
C 1.1540 1.1133 2.2873 -1.4955
C 0.1374 1.7453 1.6016 0.0574
H -0.8516 1.7559 2.0216 0.4744
H 0.9570 0.6199 3.2263 0.4061
O 3.3891 0.4138 2.5345 -0.5197
C 4.6318 0.1597 1.9348 -0.4733
C 4.4925 -0.5553 0.5908 0.5620
O 5.2118 -0.3677 -0.3556 -0.6223
O 3.4708 -1.4005 0.6202 -0.2870
C 3.0414 -1.9753 -0.6219 -1.3883
C 1.9514 -1.1342 -1.1922 0.4914
C 0.6640 -1.0162 -0.7335 0.6932
O 0.0217 -0.1012 -1.4680 0.2947
N 0.8726 0.4072 -2.4007 -0.9430
C 2.0274 -0.1846 -2.2516 0.9106
C 3.2031 0.1300 -3.0960 -1.4381
H 3.4050 -0.6964 -3.7765 0.3328
H 3.0081 1.0255 -3.6777 0.3855
H 4.0822 0.2774 -2.4708 0.3240
C -0.0517 -1.6849 0.3760 -0.5427
H 0.2864 -1.2700 1.3252 0.0100
H -1.1190 -1.5130 0.2739 -0.3256
H 0.1587 -2.7524 0.3709 0.5838
H 2.6822 -2.9764 -0.3733 0.4503
H 3.8917 -2.0320 -1.3074 0.4803
H 5.1666 -0.4939 2.6308 0.3668
H 5.2207 1.0746 1.7860 0.3272
H 3.7075 1.7978 0.1810 0.4090
H 1.9414 2.8926 -1.0102 0.3191
C -0.3922 3.4799 -1.6664 -1.0707
H -1.3431 3.8384 -2.0511 0.3398
H -0.0145 2.6673 -2.2926 0.3271
H 0.3157 4.3117 -1.6679 0.3754
H -3.2348 1.1537 2.1437 0.5467
H -4.0592 -1.1523 1.9435 0.4296
H -3.7849 -4.6395 2.1421 0.3915
H -2.8299 -3.1726 1.8893 0.2595
H -2.7514 -4.4873 0.7153 0.2781
```

Its SMILES is CCOc1ccc(S(=O)(=O)N(C)c2ccc(OCC(=O)OCc3c(C)noc3C)cc2)cc1. The charge is 0. As for the HOMO-LUMO gap: 8.460 eV. The value obtained for the highest occupied orbital energy is -7.91 eV. Its lowest unoccupied orbital energy is 0.6 eV.



8.
Here is the molecule C18H29N3O6S from the OMol25 dataset. Energies are from wB97M-V/def2-TZVPD.

Geometry as XYZ:
```
57
Properties=species:S:1:pos:R:3:mulliken_charge:R:1
C -0.4888 5.5184 1.3596 -1.0087
C -0.7552 4.9461 -0.0259 -0.4357
H -0.3770 5.6169 -0.8058 0.3331
H -1.8204 4.7598 -0.1796 0.3427
O -0.1369 3.6690 -0.1658 -0.1678
C 1.1651 3.6478 -0.4570 0.1463
O 1.8014 4.6280 -0.7779 -0.6641
C 1.7094 2.2930 -0.3759 0.5134
C 2.8727 1.8530 -0.9834 0.0260
N 3.0426 0.5420 -0.6611 0.1196
C 2.0367 0.1279 0.1691 0.9445
C 1.1792 1.1890 0.3525 0.3138
S -0.2466 1.1967 1.4005 1.6327
O -0.3232 -0.0931 2.0442 -0.7481
O -0.2297 2.3369 2.2680 -0.8135
N -1.5556 1.4222 0.3820 -0.1369
H -2.1975 2.0639 0.8158 0.4030
C -2.1675 0.3254 -0.3422 -0.5916
C -1.0892 -0.3223 -1.2113 0.5127
H -0.2843 -0.6533 -0.5593 -0.5486
H -0.6937 0.4129 -1.9125 0.4755
C -1.6359 -1.5463 -1.9425 -1.5889
N -2.1452 -2.4872 -0.9656 0.1814
C -1.2348 -3.3219 -0.3918 0.7789
O -0.1340 -3.5333 -0.8522 -0.6764
O -1.7259 -3.9319 0.7012 -0.2863
C -0.8789 -4.8757 1.3543 -0.2737
C -1.6876 -6.1083 1.7232 -1.3082
H -2.0852 -6.5807 0.8285 0.3224
H -1.0521 -6.8172 2.2460 0.4017
H -2.5168 -5.8315 2.3688 0.3099
H -0.4750 -4.3931 2.2513 0.2867
H -0.0517 -5.1287 0.6831 0.3649
C -3.2615 -1.9529 -0.2135 -1.2062
H -3.6397 -2.7227 0.4577 0.4977
C -2.8251 -0.7174 0.5778 -0.3978
H -3.6866 -0.2759 1.0821 0.4472
H -2.0976 -1.0123 1.3341 0.2170
H -4.0448 -1.6913 -0.9325 0.3936
H -0.8452 -2.0382 -2.5103 0.5451
H -2.4532 -1.2760 -2.6161 0.4270
H -2.9348 0.7639 -0.9965 0.4847
C 2.0005 -1.2574 0.7022 -1.9687
H 1.7284 -1.9765 -0.0737 0.4204
H 2.9720 -1.5394 1.1054 0.5816
H 1.2581 -1.3101 1.4927 0.3072
C 4.1207 -0.3012 -1.1003 -1.1412
H 4.6034 0.1428 -1.9673 0.4173
H 3.7335 -1.2827 -1.3731 0.3684
H 4.8637 -0.4252 -0.3086 0.3193
C 3.8112 2.6014 -1.8573 -1.9765
H 3.4876 3.6368 -1.9015 0.3758
H 4.8234 2.5696 -1.4557 0.4092
H 3.8249 2.1898 -2.8672 0.3987
H -0.6696 4.7448 2.1027 0.2139
H -1.1361 6.3711 1.5444 0.4057
H 0.5483 5.8347 1.4362 0.2996
```

Its SMILES is CCOC(=O)c1c(S(=O)(=O)NC2CCN(C(=O)OCC)CC2)c(C)n(C)c1C. The charge is 0. As for the HOMO-LUMO gap: 9.060 eV. The value obtained for the highest occupied orbital energy is -8.42 eV. Its lowest unoccupied orbital energy is 0.6 eV.



Energy relative to the best compared isomer or geometry (same formula, charge and spin) (kJ/mol)
172.55, 365.53, 443.96, 555.56, 548.76, 82.30, 248.71, 23.83
Maximum force (eV Å⁻¹)
3.198, 6.872, 1.495, 7.069, 3.025, 3.455, 1.351, 0.905